[1]
{
  "formula": "C63H46N5O4Rh",
  "method": "ωB97M-V with the def2-TZVPD basis set",
  "homo_energy_ha": [-0.2258, -0.2235],
  "total_energy_ha": -3113.5773,
  "charge": 0,
  "lumo_ev": [-1.0277, -0.9729],
  "e_above_lowest_kcal_mol": 0.0,
  "orbital_gap_ev": [5.12, 5.11],
  "symbols": ["Rh", "C", "O", "C", "C", "C", "C", "C", "C", "C", "C", "C", "C", "C", "N", "C", "C", "C", "C", "C", "C", "C", "C", "C", "C", "O", "C", "C", "C", "C", "N", "C", "C", "C", "C", "C", "C", "O", "C", "C", "C", "C", "C", "C", "C", "N", "C", "C", "N", "C", "C", "C", "C", "O", "C", "C", "C", "H", "H", "H", "H", "H", "H", "H", "H", "H", "H", "H", "H", "H", "H", "H", "H", "H", "H", "H", "H", "H", "H", "H", "H", "H", "H", "H", "H", "H", "H", "H", "H", "H", "H", "H", "H", "C", "C", "C", "C", "C", "C", "C", "C", "C", "C", "C", "C", "C", "C", "C", "N", "H", "H", "H", "H", "H", "H", "H", "H", "H", "H"],
  "coordinates": [[-0.133, -0.970, 0.940], [8.260, 3.440, 0.036], [7.635, 2.466, -0.781], [6.554, 1.821, -0.273], [5.794, 2.279, 0.796], [4.699, 1.548, 1.231], [4.349, 0.314, 0.667], [5.083, -0.071, -0.472], [6.159, 0.659, -0.927], [3.209, -0.464, 1.164], [2.460, -0.040, 2.288], [3.042, 0.418, 3.518], [2.045, 0.430, 4.436], [0.846, 0.009, 3.769], [1.147, -0.244, 2.441], [-0.362, -0.255, 4.408], [-1.513, -0.734, 3.760], [-2.812, -0.800, 4.368], [-3.652, -1.332, 3.446], [-2.865, -1.607, 2.275], [-3.347, -2.292, 1.134], [-4.777, -2.717, 1.165], [-5.814, -1.786, 1.098], [-7.132, -2.166, 1.257], [-7.451, -3.500, 1.501], [-8.769, -3.779, 1.679], [-9.103, -5.087, 2.106], [-6.435, -4.448, 1.547], [-5.114, -4.049, 1.373], [-2.511, -2.810, 0.153], [-1.149, -2.702, 0.171], [-0.677, -3.704, -0.602], [0.640, -4.157, -0.598], [0.908, -5.498, -1.199], [1.534, -5.654, -2.435], [1.667, -6.902, -3.015], [1.190, -8.033, -2.360], [1.336, -9.213, -3.019], [0.696, -10.349, -2.468], [0.597, -7.902, -1.109], [0.458, -6.638, -0.546], [1.690, -3.449, -0.038], [3.075, -3.808, -0.176], [3.801, -2.739, 0.223], [2.869, -1.732, 0.659], [1.600, -2.219, 0.557], [-1.773, -4.363, -1.280], [-2.912, -3.791, -0.830], [-1.571, -1.231, 2.498], [-0.402, -0.209, 5.898], [-0.719, -1.373, 6.594], [-0.770, -1.404, 7.983], [-0.505, -0.245, 8.706], [-0.579, -0.146, 10.058], [-0.924, -1.312, 10.782], [-0.149, 0.915, 8.026], [-0.102, 0.930, 6.646], [9.077, 3.845, -0.554], [8.657, 2.988, 0.947], [7.581, 4.252, 0.302], [6.029, 3.213, 1.287], [4.086, 1.959, 2.020], [4.778, -0.941, -1.030], [6.708, 0.350, -1.808], [4.092, 0.599, 3.688], [2.128, 0.676, 5.482], [-3.050, -0.455, 5.362], [-4.712, -1.509, 3.539], [-5.582, -0.740, 0.925], [-7.939, -1.444, 1.213], [-10.172, -5.078, 2.298], [-8.573, -5.353, 3.024], [-8.884, -5.831, 1.336], [-6.656, -5.490, 1.731], [-4.328, -4.793, 1.432], [1.897, -4.778, -2.962], [2.131, -7.023, -3.987], [0.798, -11.141, -3.204], [-0.364, -10.159, -2.286], [1.168, -10.665, -1.534], [0.240, -8.767, -0.568], [-0.017, -6.539, 0.423], [3.440, -4.750, -0.555], [4.874, -2.651, 0.260], [-1.671, -5.162, -1.999], [-3.927, -4.035, -1.101], [-0.916, -2.282, 6.040], [-1.013, -2.333, 8.480], [-1.036, -1.004, 11.817], [-0.139, -2.069, 10.712], [-1.866, -1.740, 10.432], [0.080, 1.803, 8.602], [0.147, 1.852, 6.133], [2.220, 0.174, -2.573], [2.484, 1.509, -2.286], [1.919, 2.080, -1.158], [1.110, 1.313, -0.321], [0.890, -0.048, -0.564], [1.440, -0.595, -1.716], [0.297, 1.917, 0.742], [0.631, 3.098, 1.441], [-0.242, 3.603, 2.351], [-1.521, 3.016, 2.499], [-2.526, 3.546, 3.339], [-3.766, 2.975, 3.379], [-4.067, 1.881, 2.538], [-3.111, 1.340, 1.727], [-1.799, 1.858, 1.737], [-0.840, 1.275, 0.956], [2.638, -0.280, -3.465], [3.096, 2.107, -2.949], [2.073, 3.134, -0.946], [1.272, -1.641, -1.954], [1.591, 3.567, 1.268], [0.011, 4.475, 2.943], [-2.300, 4.420, 3.940], [-4.530, 3.377, 4.031], [-5.067, 1.463, 2.544], [-3.325, 0.523, 1.053]],
  "lowdin_charge": [1.158, -0.080, -0.080, -0.288, -0.008, -0.023, -0.146, -0.022, 0.008, -0.055, -0.248, -0.009, 0.006, -0.199, 0.045, -0.048, -0.247, -0.007, -0.010, -0.253, -0.068, -0.210, -0.027, 0.005, -0.287, -0.082, -0.086, -0.009, -0.023, -0.229, 0.034, -0.228, -0.084, -0.218, -0.024, 0.004, -0.288, -0.083, -0.087, -0.012, -0.017, -0.225, 0.014, -0.006, -0.237, 0.044, 0.012, 0.002, 0.024, -0.198, -0.017, -0.007, -0.286, -0.081, -0.086, 0.003, -0.036, 0.091, 0.100, 0.083, 0.103, 0.099, 0.101, 0.122, 0.113, 0.106, 0.117, 0.113, 0.114, 0.120, 0.091, 0.095, 0.093, 0.102, 0.126, 0.123, 0.120, 0.091, 0.094, 0.093, 0.102, 0.127, 0.115, 0.114, 0.116, 0.114, 0.128, 0.102, 0.091, 0.097, 0.091, 0.120, 0.120, -0.080, -0.090, -0.035, -0.200, -0.165, -0.085, -0.229, 0.004, 0.005, -0.155, -0.035, -0.074, -0.067, -0.025, -0.193, 0.113, 0.103, 0.102, 0.110, 0.099, 0.112, 0.120, 0.112, 0.103, 0.105, 0.105]
}



[2]
{
  "formula": "C63H46NNiP3Si",
  "method": "ωB97M-V with the def2-TZVPD basis set",
  "homo_energy_ha": [-0.2240, -0.2711],
  "total_energy_ha": -5304.8814,
  "charge": 0,
  "lumo_ev": [0.1532, -0.4161],
  "e_above_lowest_kcal_mol": 3.0,
  "orbital_gap_ev": [6.25, 6.96],
  "multiplicity": 3,
  "symbols": ["Ni", "C", "C", "C", "C", "C", "C", "P", "C", "C", "C", "C", "C", "C", "C", "C", "C", "C", "C", "C", "Si", "C", "C", "C", "C", "C", "C", "P", "C", "C", "C", "C", "C", "C", "C", "C", "C", "C", "C", "C", "C", "C", "C", "C", "C", "C", "P", "C", "C", "C", "C", "C", "C", "C", "C", "C", "C", "C", "C", "H", "H", "H", "H", "H", "H", "H", "H", "H", "H", "H", "H", "H", "H", "H", "H", "H", "H", "H", "H", "H", "H", "H", "H", "H", "H", "H", "H", "H", "H", "H", "H", "H", "H", "H", "H", "H", "H", "H", "H", "H", "H", "N", "C", "C", "C", "C", "C", "C", "C", "C", "C", "H", "H", "H", "H"],
  "coordinates": [[0.183, 0.363, 0.309], [3.920, -1.533, 4.584], [4.048, -0.155, 4.531], [3.515, 0.557, 3.460], [2.849, -0.109, 2.439], [2.700, -1.493, 2.513], [3.240, -2.203, 3.572], [2.232, 0.716, 0.931], [2.496, 2.488, 1.243], [1.784, 3.062, 2.299], [1.898, 4.416, 2.567], [2.712, 5.217, 1.773], [3.396, 4.658, 0.705], [3.283, 3.299, 0.434], [3.451, 0.188, -0.326], [4.813, 0.491, -0.270], [5.662, 0.021, -1.253], [5.157, -0.774, -2.280], [3.815, -1.111, -2.304], [2.928, -0.638, -1.324], [1.100, -1.074, -1.102], [0.181, -1.093, -2.741], [0.545, -1.854, -3.857], [-0.211, -1.828, -5.020], [-1.360, -1.048, -5.083], [-1.748, -0.301, -3.982], [-0.974, -0.310, -2.824], [-1.392, 0.644, -1.313], [-3.210, 0.616, -1.229], [-3.937, -0.526, -1.566], [-5.316, -0.548, -1.411], [-5.981, 0.566, -0.913], [-5.264, 1.706, -0.582], [-3.885, 1.732, -0.740], [-1.024, 2.395, -1.717], [-1.319, 3.033, -2.919], [-0.920, 4.344, -3.128], [-0.227, 5.030, -2.134], [0.058, 4.411, -0.926], [-0.346, 3.098, -0.726], [1.116, -2.823, -0.382], [2.291, -3.589, -0.358], [2.329, -4.845, 0.230], [1.185, -5.368, 0.823], [0.012, -4.631, 0.804], [-0.030, -3.368, 0.215], [-1.605, -2.432, 0.098], [-2.689, -3.750, -0.576], [-3.752, -4.357, 0.081], [-4.539, -5.300, -0.574], [-4.276, -5.641, -1.891], [-3.216, -5.034, -2.559], [-2.437, -4.092, -1.908], [-2.207, -2.144, 1.776], [-3.520, -1.742, 1.889], [-4.143, -1.605, 3.130], [-3.463, -2.039, 4.312], [-2.157, -2.363, 4.263], [-1.339, -2.085, 3.019], [4.342, -2.086, 5.414], [4.564, 0.376, 5.320], [3.642, 1.633, 3.427], [2.162, -2.026, 1.737], [3.125, -3.279, 3.606], [1.138, 2.441, 2.911], [1.349, 4.847, 3.395], [2.804, 6.275, 1.983], [4.016, 5.280, 0.071], [3.807, 2.882, -0.416], [5.209, 1.087, 0.545], [6.716, 0.266, -1.222], [5.820, -1.142, -3.054], [3.455, -1.757, -3.095], [1.410, -2.505, -3.812], [0.084, -2.429, -5.871], [-1.961, -1.035, -5.984], [-2.667, 0.273, -4.022], [-3.432, -1.398, -1.965], [-5.868, -1.441, -1.677], [-7.057, 0.548, -0.791], [-5.774, 2.581, -0.199], [-3.334, 2.624, -0.473], [-1.849, 2.504, -3.702], [-1.144, 4.832, -4.067], [0.083, 6.054, -2.305], [0.585, 4.940, -0.143], [-0.181, 2.592, 0.222], [3.201, -3.193, -0.789], [3.251, -5.413, 0.231], [1.206, -6.345, 1.288], [-0.889, -5.044, 1.246], [-3.965, -4.106, 1.115], [-5.360, -5.769, -0.046], [-4.891, -6.374, -2.398], [-3.002, -5.289, -3.589], [-1.621, -3.611, -2.442], [-4.111, -1.585, 0.992], [-5.175, -1.287, 3.182], [-4.018, -2.148, 5.235], [-1.655, -2.739, 5.145], [-0.502, -2.788, 2.941], [1.613, 2.353, 8.792], [1.185, 1.840, 7.857], [0.661, 1.197, 6.669], [0.867, -0.164, 6.469], [0.381, -0.773, 5.327], [-0.316, -0.045, 4.361], [-0.534, 1.316, 4.591], [-0.046, 1.937, 5.725], [-0.740, -0.665, 3.079], [-0.548, -0.015, 1.943], [1.423, -0.735, 7.201], [0.577, -1.825, 5.163], [-1.096, 1.878, 3.855], [-0.218, 2.993, 5.891]],
  "lowdin_charge": [-0.137, -0.086, -0.077, -0.071, -0.305, -0.076, -0.073, 1.047, -0.340, -0.106, -0.069, -0.090, -0.082, -0.077, -0.342, -0.087, -0.074, -0.074, -0.090, -0.266, 0.635, -0.276, -0.089, -0.078, -0.074, -0.095, -0.358, 1.036, -0.332, -0.124, -0.081, -0.084, -0.077, -0.076, -0.338, -0.073, -0.078, -0.078, -0.063, -0.106, -0.271, -0.095, -0.076, -0.074, -0.084, -0.359, 1.098, -0.363, -0.085, -0.083, -0.094, -0.082, -0.104, -0.317, -0.136, -0.054, -0.093, -0.041, -0.249, 0.104, 0.107, 0.101, 0.084, 0.106, 0.086, 0.107, 0.105, 0.106, 0.100, 0.112, 0.104, 0.104, 0.093, 0.096, 0.103, 0.104, 0.106, 0.082, 0.108, 0.102, 0.103, 0.105, 0.099, 0.102, 0.102, 0.093, 0.062, 0.093, 0.104, 0.103, 0.112, 0.097, 0.101, 0.099, 0.101, 0.099, 0.093, 0.097, 0.101, 0.102, 0.126, 0.141, -0.189, -0.239, -0.027, -0.030, -0.180, -0.036, -0.029, -0.263, 0.014, 0.120, 0.114, 0.116, 0.117]
}



[3]
{
  "formula": "C63H53FGeOP3PtS",
  "method": "ωB97M-V with the def2-TZVPD basis set",
  "homo_energy_ha": -0.0789,
  "total_energy_ha": -6226.1359,
  "charge": -1,
  "lumo_ev": 2.3260,
  "e_above_lowest_kcal_mol": 0.0,
  "orbital_gap_ev": 4.47,
  "symbols": ["Pt", "F", "Ge", "C", "C", "C", "C", "C", "C", "P", "C", "C", "C", "C", "C", "C", "C", "C", "C", "C", "C", "C", "C", "C", "C", "C", "C", "C", "P", "C", "C", "C", "C", "C", "C", "C", "C", "C", "C", "C", "C", "C", "C", "C", "C", "C", "C", "P", "C", "C", "C", "C", "C", "C", "C", "C", "C", "C", "C", "C", "H", "H", "H", "H", "H", "H", "H", "H", "H", "H", "H", "H", "H", "H", "H", "H", "H", "H", "H", "H", "H", "H", "H", "H", "H", "H", "H", "H", "H", "H", "H", "H", "H", "H", "H", "H", "H", "H", "H", "H", "H", "H", "C", "C", "C", "C", "C", "C", "C", "H", "H", "H", "H", "H", "C", "S", "C", "O", "H", "H", "H", "H", "H", "H"],
  "coordinates": [[-0.333, -0.007, 0.330], [-4.925, -0.269, 3.360], [-3.371, -0.137, 2.434], [-2.315, -0.171, 4.137], [-3.091, -0.064, 5.301], [-2.511, 0.132, 6.543], [-1.134, 0.239, 6.663], [-0.353, 0.112, 5.531], [-0.928, -0.116, 4.278], [0.139, -0.344, 2.818], [1.461, 0.870, 3.167], [1.066, 2.188, 3.398], [2.008, 3.188, 3.565], [3.363, 2.888, 3.479], [3.762, 1.584, 3.237], [2.817, 0.576, 3.093], [0.978, -1.930, 3.209], [1.817, -2.444, 2.219], [2.554, -3.595, 2.431], [2.431, -4.285, 3.629], [1.564, -3.814, 4.603], [0.848, -2.640, 4.401], [-3.788, 1.678, 1.763], [-4.939, 2.246, 2.333], [-5.473, 3.432, 1.864], [-4.880, 4.077, 0.788], [-3.730, 3.547, 0.239], [-3.156, 2.370, 0.735], [-1.519, 1.896, 0.028], [-0.558, 3.405, 0.466], [0.697, 3.557, -0.123], [1.484, 4.660, 0.160], [1.046, 5.614, 1.069], [-0.182, 5.453, 1.691], [-0.982, 4.357, 1.390], [-1.953, 2.171, -1.737], [-1.508, 3.232, -2.515], [-1.927, 3.356, -3.836], [-2.793, 2.426, -4.389], [-3.238, 1.359, -3.616], [-2.818, 1.235, -2.304], [-3.888, -1.659, 1.233], [-5.192, -2.124, 1.486], [-5.722, -3.227, 0.841], [-4.946, -3.938, -0.060], [-3.671, -3.489, -0.330], [-3.148, -2.333, 0.264], [-1.444, -1.872, -0.258], [-0.703, -3.500, 0.209], [0.116, -4.259, -0.618], [0.643, -5.467, -0.176], [0.360, -5.932, 1.098], [-0.445, -5.174, 1.939], [-0.966, -3.971, 1.498], [-1.527, -1.996, -2.099], [-0.311, -1.860, -2.774], [-0.252, -1.958, -4.154], [-1.413, -2.117, -4.899], [-2.632, -2.179, -4.246], [-2.687, -2.131, -2.858], [-4.165, -0.118, 5.238], [-3.144, 0.219, 7.418], [-0.673, 0.417, 7.627], [0.726, 0.187, 5.602], [0.011, 2.436, 3.436], [1.683, 4.207, 3.734], [4.102, 3.673, 3.580], [4.812, 1.343, 3.128], [3.153, -0.429, 2.876], [1.876, -1.916, 1.276], [3.212, -3.959, 1.652], [2.998, -5.193, 3.796], [1.448, -4.355, 5.535], [0.183, -2.290, 5.179], [-5.437, 1.738, 3.143], [-6.362, 3.840, 2.329], [-5.300, 4.992, 0.388], [-3.248, 4.064, -0.581], [1.054, 2.816, -0.829], [2.448, 4.761, -0.323], [1.667, 6.471, 1.303], [-0.525, 6.180, 2.418], [-1.935, 4.253, 1.892], [-0.816, 3.957, -2.112], [-1.560, 4.183, -4.432], [-3.117, 2.526, -5.418], [-3.904, 0.618, -4.040], [-3.160, 0.398, -1.705], [-5.806, -1.621, 2.213], [-6.734, -3.539, 1.067], [-5.323, -4.832, -0.543], [-3.050, -4.048, -1.019], [0.343, -3.922, -1.621], [1.275, -6.046, -0.838], [0.774, -6.872, 1.441], [-0.657, -5.512, 2.945], [-1.590, -3.388, 2.167], [0.587, -1.648, -2.201], [0.706, -1.893, -4.656], [-1.367, -2.174, -5.980], [-3.551, -2.270, -4.813], [-3.653, -2.185, -2.376], [1.554, 0.181, -0.042], [2.883, 0.163, -0.197], [3.747, 1.327, -0.093], [5.102, 1.227, -0.270], [5.754, 0.024, -0.584], [4.942, -1.101, -0.723], [3.577, -1.073, -0.543], [3.310, 2.294, 0.112], [5.687, 2.138, -0.170], [6.825, -0.024, -0.726], [5.391, -2.055, -0.985], [3.008, -1.986, -0.680], [0.868, 1.448, -5.346], [1.092, 1.366, -3.552], [2.575, 0.350, -3.623], [1.549, 2.734, -3.164], [1.756, 1.909, -5.780], [-0.008, 2.068, -5.527], [0.702, 0.450, -5.748], [2.390, -0.534, -4.231], [2.830, 0.066, -2.606], [3.372, 0.959, -4.051]],
  "lowdin_charge": [0.561, -0.355, 1.005, -0.237, -0.104, -0.087, -0.082, -0.110, -0.395, 0.972, -0.365, -0.106, -0.089, -0.093, -0.084, -0.077, -0.340, -0.125, -0.076, -0.101, -0.097, -0.080, -0.240, -0.102, -0.086, -0.081, -0.106, -0.370, 0.846, -0.340, -0.118, -0.071, -0.102, -0.100, -0.095, -0.356, -0.108, -0.101, -0.102, -0.080, -0.100, -0.231, -0.103, -0.084, -0.078, -0.122, -0.381, 0.823, -0.337, -0.076, -0.088, -0.101, -0.087, -0.103, -0.340, -0.130, -0.096, -0.091, -0.096, -0.106, 0.086, 0.098, 0.101, 0.114, 0.102, 0.093, 0.095, 0.105, 0.101, 0.052, 0.108, 0.097, 0.096, 0.091, 0.088, 0.098, 0.101, 0.107, 0.066, 0.109, 0.097, 0.098, 0.099, 0.099, 0.106, 0.097, 0.096, 0.090, 0.084, 0.099, 0.102, 0.110, 0.089, 0.099, 0.098, 0.105, 0.108, 0.083, 0.088, 0.098, 0.100, 0.097, -0.240, -0.423, -0.093, -0.152, -0.172, -0.162, -0.131, 0.083, 0.090, 0.061, 0.087, 0.084, -0.249, 0.802, -0.233, -0.540, 0.054, 0.028, 0.037, 0.038, 0.017, 0.066]
}